Here is a 9-piece molecular cluster, C20H40Cl14O6 overall in a non-equilibrium geometry from OMol25. Energies are from ωB97M-V with the def2-TZVPD basis set.

```
! RIJCOSX wB97M-V def2-TZVPD def2/J DEFGRID3
* xyz 0 1
C -0.39633 2.92252 -3.99348
O -1.69068 2.57784 -3.62264
C -2.03907 1.23948 -3.66538
O -1.37308 0.34758 -4.07229
O -3.35745 1.17643 -3.24107
C -3.87137 -0.12811 -3.04266
H -0.27562 3.97412 -3.86152
H -0.23454 2.72172 -5.07521
H 0.29731 2.31541 -3.44123
H -3.72643 -0.80939 -3.92210
H -4.91456 -0.04030 -2.75479
H -3.26703 -0.55425 -2.27953
C -0.81756 -0.10897 -0.92775
O -0.02208 -0.89613 -0.01951
C 0.66629 -0.18762 0.98559
O 0.53333 0.90297 1.38964
O 1.66039 -0.93583 1.52550
C 2.20668 -2.16919 1.03821
H -0.84782 -0.61685 -1.89525
H -0.21997 0.76425 -1.04434
H -1.76725 0.12061 -0.52641
H 1.52114 -2.99682 1.18762
H 3.15900 -2.36759 1.53157
H 2.38034 -2.04334 -0.06091
Cl 2.80875 -0.90656 -2.48786
C 4.44847 -0.26016 -2.15243
C 5.57438 -1.13290 -2.77275
Cl 5.67083 -2.68943 -1.92836
H 4.56781 -0.28641 -1.08796
H 4.50679 0.65961 -2.67687
H 6.51319 -0.61132 -2.68684
H 5.41107 -1.32344 -3.84031
Cl 1.74223 2.01632 4.75915
C 2.71964 0.89385 3.89518
C 3.32448 1.56567 2.73918
Cl 4.52555 0.43424 1.98531
H 2.02881 0.11587 3.61861
H 3.48009 0.48137 4.58781
H 3.80816 2.52171 2.91071
H 2.63671 1.69847 1.92825
Cl -1.01049 -0.86339 4.37820
C -2.06542 0.20568 3.37783
C -1.91683 1.68774 3.74689
Cl -2.46500 2.11231 5.37998
H -3.05181 -0.17703 3.47366
H -1.69123 0.14257 2.32441
H -2.59523 2.22542 3.06727
H -0.90629 2.06230 3.60951
Cl -3.47449 4.23123 0.09451
C -4.28942 3.14937 -1.02435
C -5.04100 1.97420 -0.36452
Cl -3.97311 0.81636 0.40872
H -3.51175 2.82093 -1.71901
H -4.91144 3.79588 -1.64355
H -5.56391 1.46116 -1.21247
H -5.74533 2.35340 0.35311
Cl 1.07095 -3.70474 -3.92315
C 1.06123 -4.02094 -2.18440
C 2.21848 -4.85058 -1.66178
Cl 2.27788 -6.53162 -2.29486
H 0.16260 -4.58664 -2.02204
H 1.09069 -3.13424 -1.54614
H 2.11571 -4.95942 -0.54933
H 3.17122 -4.50516 -1.90250
Cl -0.91442 4.96312 1.80208
C -0.29833 4.00365 0.49485
C 1.18304 3.79665 0.66468
Cl 1.90831 3.13920 -0.85080
H -0.48839 4.47964 -0.51874
H -0.88942 3.09871 0.48893
H 1.39489 3.15820 1.51321
H 1.69428 4.79437 0.85986
Cl -1.06542 -3.94606 0.54918
C -1.51184 -3.28845 2.11934
C -1.38645 -4.35858 3.17196
Cl -2.43915 -5.71877 2.86750
H -2.56831 -2.96866 2.03683
H -0.84007 -2.48320 2.26950
H -1.74422 -4.04383 4.15996
H -0.36111 -4.71621 3.20279
*
```

SMILES = COC(=O)OC.COC(=O)OC.ClCCCl.ClCCCl.ClCCCl.ClCCCl.ClCCCl.ClCCCl.ClCCCl

List of Mulliken charges in e, atom by atom: -0.56, -0.30, 0.74, -0.51, -0.29, -0.51, 0.24, 0.28, 0.21, 0.32, 0.25, 0.15, -0.33, 0.35, -0.47, 0.35, -0.32, -0.15, 0.24, 0.37, -0.45, 0.04, 0.33, -0.15, -0.10, -0.30, -0.51, -0.19, -0.01, 0.42, 0.38, 0.32, -0.20, 0.26, 0.20, -0.24, -0.30, 0.42, 0.54, -0.72, -0.19, 0.31, 0.28, -0.22, 0.62, -0.77, 0.14, -0.24, -0.14, 0.11, -0.51, -0.07, -0.38, 0.45, 0.19, 0.43, -0.19, 0.37, -0.10, -0.22, 0.35, -0.44, 0.17, 0.08, -0.19, -0.09, 0.14, -0.16, 0.37, -0.06, -0.22, 0.42, -0.13, 0.53, -0.48, -0.20, 0.39, -0.78, 0.28, 0.34


Here is a 5-piece molecular cluster, C20H40Cl8NO3 overall in a non-equilibrium geometry from OMol25. Energies are from ωB97M-V with the def2-TZVPD basis set.

```
! RIJCOSX wB97M-V def2-TZVPD def2/J DEFGRID3
* xyz -1 1
C 2.74916 2.58351 -0.29676
C 2.74039 2.91320 -1.86852
C 2.54569 1.63680 -2.82218
C 3.71031 0.53835 -2.73045
C 3.51632 -0.57574 -1.59233
C 2.07007 -1.27800 -1.56352
C 1.53961 -1.29192 -0.04003
C -0.06074 -1.21894 0.09280
C -0.47213 0.33183 0.02626
C -1.97185 0.56649 -0.47375
C -2.23779 0.07205 -1.98895
N -3.27361 1.00172 -2.59147
O -1.05183 0.20273 -2.82581
C -2.86888 -1.39825 -2.06456
O -4.11125 -1.54790 -1.77868
O -2.16734 -2.52916 -2.46393
H 3.81774 2.80217 0.08543
H 2.53259 1.48224 -0.08849
H 1.97018 3.18066 0.30807
H 3.66201 3.48241 -2.22700
H 1.84027 3.60940 -2.07946
H 2.56800 2.04168 -3.90692
H 1.49040 1.24055 -2.65293
H 3.92846 0.06029 -3.75928
H 4.68094 1.11036 -2.46361
H 4.27760 -1.41495 -1.83176
H 3.82902 -0.19703 -0.54688
H 2.21238 -2.38905 -1.84967
H 1.31877 -0.86105 -2.31456
H 1.84897 -2.31328 0.40987
H 2.04405 -0.50475 0.63273
H -0.38801 -1.60605 1.13052
H -0.50247 -1.86981 -0.73469
H -0.42267 0.72915 1.11054
H 0.32040 0.90703 -0.55869
H -2.76124 0.07159 0.20904
H -2.16643 1.69907 -0.45193
H -3.90574 1.21372 -1.80719
H -2.77595 1.87008 -2.87342
H -1.41935 0.21496 -3.74021
Cl -0.87879 -7.83810 -1.86716
C -1.24732 -6.10490 -2.08199
C -0.39824 -5.46841 -3.16140
Cl 1.31767 -5.35375 -2.68868
H -1.11190 -5.60808 -1.12057
H -2.30180 -6.03714 -2.35429
H -0.74413 -4.44860 -3.34915
H -0.45403 -6.02580 -4.09832
Cl 5.63883 4.25048 0.11853
C 6.11119 5.04834 1.63869
C 6.69222 4.07141 2.64067
Cl 5.46654 2.93888 3.26292
H 5.23462 5.56048 2.03900
H 6.85787 5.80257 1.38156
H 7.08673 4.61455 3.50169
H 7.50423 3.48594 2.20597
Cl -0.62910 -1.97040 3.97622
C -2.08378 -2.93189 3.61397
C -3.29802 -2.06066 3.36596
Cl -3.84795 -1.23240 4.84589
H -2.24713 -3.62428 4.44159
H -1.86131 -3.51721 2.71941
H -4.13108 -2.67559 3.02084
H -3.09905 -1.30110 2.60779
Cl -4.70525 2.57470 2.91563
C -5.97756 1.50378 3.55291
C -7.22187 2.26944 3.95508
Cl -6.94832 3.29485 5.38700
H -5.56062 0.94439 4.39278
H -6.22009 0.79426 2.75904
H -8.01885 1.57027 4.21526
H -7.57974 2.90783 3.14553
*
```

List of Mulliken charges in e, atom by atom: 0.42, -0.65, 0.08, -0.73, -0.75, 0.25, -1.22, 0.64, 0.03, -0.80, 0.96, -0.86, -0.39, -0.02, -0.74, -0.66, -0.34, -0.43, 0.26, 0.34, 0.27, 0.33, -0.21, 0.31, 0.23, 0.38, 0.40, 0.06, 0.15, 0.34, 0.41, -0.49, 0.04, 0.41, -0.26, 0.03, 0.31, 0.29, 0.27, 0.37, -0.23, -0.35, -0.15, -0.24, 0.22, 0.32, 0.05, 0.38, -0.15, -0.51, -0.43, -0.17, 0.31, 0.33, 0.30, 0.30, -0.20, -0.46, -0.03, -0.22, 0.38, 0.28, 0.35, -0.10, -0.19, -0.33, -0.41, -0.20, 0.19, 0.31, 0.30, 0.33


Here is C20H40F6N6O8S2 as an isolated structure in a non-equilibrium geometry from OMol25. Energies are from ωB97M-V with the def2-TZVPD basis set.

```
! RIJCOSX wB97M-V def2-TZVPD def2/J DEFGRID3
* xyz 0 1
C -1.81407 0.39464 -0.41397
N -0.63722 -0.52624 -0.29586
C -0.14847 -0.52265 1.09902
C -1.08519 -1.92385 -0.58950
C 0.50053 -0.10919 -1.15938
C 0.18402 0.06406 -2.60735
O -0.11063 -1.15960 -3.27811
H -2.15444 0.36524 -1.44740
H -1.49195 1.39857 -0.15552
H -2.60434 0.00007 0.21564
H 0.02316 0.47817 1.48971
H 0.73023 -1.15028 1.22912
H -0.89909 -0.94109 1.77870
H -1.84381 -2.20209 0.13207
H -0.21665 -2.57334 -0.46071
H -1.35268 -2.00357 -1.63826
H 1.30989 -0.81701 -0.97880
H 0.78356 0.88054 -0.79262
H 1.02661 0.54053 -3.12409
H -0.65779 0.74904 -2.73228
H -0.71729 -0.90558 -4.00766
C -3.76463 -0.84653 -4.51018
F -4.99154 -0.54770 -4.09648
F -3.12282 -1.48440 -3.50619
F -3.80505 -1.64383 -5.56105
S -2.88025 0.71403 -4.88365
O -3.63832 1.33822 -5.90664
O -2.77912 1.39719 -3.62880
N -1.43863 0.14014 -5.32478
S -1.06317 0.58253 -6.81572
O -1.82865 -0.09877 -7.81204
O -0.84637 1.99302 -6.96643
C 0.60745 -0.17300 -6.92045
F 0.97039 -0.29055 -8.18794
F 1.50510 0.57176 -6.25743
F 0.60101 -1.40348 -6.35703
C -1.98084 -1.00390 4.60293
O -1.95714 -0.94307 3.38916
N -2.04635 0.07666 5.39834
C -1.98726 -0.04874 6.85227
C -2.07644 1.40350 4.82705
H -1.96565 -1.96174 5.14426
H -1.69305 -1.05603 7.12589
H -2.96062 0.19432 7.29533
H -1.31662 0.70858 7.25992
H -1.36355 1.45731 3.99847
H -3.05597 1.61849 4.40182
H -1.75604 2.11838 5.57579
C 2.39575 -2.09564 3.38508
O 2.75611 -1.12112 2.73814
N 1.77401 -2.02741 4.58608
C 1.34646 -3.20496 5.28530
C 1.48098 -0.75200 5.16926
H 2.45616 -3.13899 3.03319
H 1.17684 -4.02498 4.58694
H 0.39206 -3.00312 5.77412
H 2.06870 -3.52735 6.03884
H 0.41094 -0.67014 5.36567
H 2.02645 -0.59051 6.10303
H 1.74372 0.03777 4.47025
C 2.49300 2.18826 1.19754
C 3.34010 3.17316 1.95620
O 4.54161 3.15469 1.84139
C 2.65890 4.05190 2.99151
H 2.58958 1.21620 1.69409
H 2.92113 2.04208 0.20630
H 1.45202 2.50106 1.12938
H 2.83766 5.11320 2.84404
H 3.11772 3.78419 3.94696
H 1.59567 3.82414 3.03637
C 0.06928 3.54112 -4.15689
C 0.00411 3.34945 -2.72582
N -0.04733 3.19599 -1.58289
H 0.58208 2.72000 -4.65941
H 0.60090 4.46342 -4.38871
H -0.92057 3.57595 -4.60729
C 2.41363 -3.36271 -3.25666
C 2.16362 -3.63572 -1.85118
N 1.88276 -3.85904 -0.75285
H 1.52328 -2.88403 -3.66635
H 2.73705 -4.24926 -3.79218
H 3.22539 -2.63432 -3.33861
*
```

List of Mulliken charges in e, atom by atom: -0.63, 0.86, -0.96, -0.71, 0.34, -0.33, -0.35, 0.09, 0.35, 0.30, 0.14, 0.23, 0.57, 0.36, 0.29, 0.15, 0.46, -0.37, 0.54, -0.32, 0.40, 0.65, -0.23, -0.19, -0.23, 0.75, -0.62, -0.65, -0.63, 0.94, -0.65, -0.62, 0.68, -0.21, -0.24, -0.24, -0.18, -0.61, 0.15, -0.95, -0.78, 0.43, 0.31, 0.36, 0.34, 0.14, 0.30, 0.36, 0.07, -0.59, 0.20, -0.91, -0.52, 0.35, 0.36, 0.22, 0.33, 0.03, 0.36, 0.15, -0.40, 0.50, -0.57, -1.05, 0.14, 0.32, 0.21, 0.35, 0.28, 0.24, -0.76, 0.57, -0.47, 0.05, 0.42, 0.26, -0.64, 0.53, -0.51, 0.03, 0.39, 0.27


Calculated Kohn-Sham gap (eV), listed in the same order as above: 10.9, 6.5, 9.5